1.
A gas-phase ion, C12H18BrN2 (charge +1). Source: OMol25; level of theory: ωB97M-V with the def2-TZVPD basis set.

Geometry as XYZ:
```
33
C12H18BrN2 (ωB97M-V with the def2-TZVPD basis set)
Br 1.02946 0.23562 3.44795
N -1.44742 0.40603 -0.69125
N 0.45318 1.41182 -1.56274
C 0.65997 -0.00232 -1.23589
C 1.26604 2.54266 -1.16567
C 1.58339 1.03661 1.78590
C -0.00770 3.07646 1.99016
C -0.54562 -2.15584 1.18166
C -0.44172 -0.64758 -0.74255
C -0.71047 -2.09918 -0.37846
C -2.02151 -2.61058 -0.89195
C 1.56151 2.82588 0.09529
C 1.06552 2.21257 1.37280
C -0.98063 1.47811 -1.15178
C 0.26813 -3.12242 -0.97659
H 0.43585 1.49031 -2.57232
H 2.05229 0.35830 1.02470
H 0.39083 3.66974 2.78204
H 2.02677 3.79919 0.27674
H -2.09069 -2.43353 -2.02322
H 1.75567 3.09458 -1.95802
H 0.22086 -3.15181 -2.15354
H 0.48654 -1.89402 1.54281
H -1.25535 -1.55263 1.80799
H -0.81232 2.52302 2.40493
H -2.19498 -3.66266 -0.56281
H -0.05635 -4.19656 -0.56875
H -0.43569 3.74461 1.18125
H -1.37563 2.44505 -1.42763
H 1.29084 -2.87403 -0.58629
H -0.75727 -3.22045 1.69196
H -2.98304 -2.10368 -0.46748
H 1.56955 -0.62330 -1.46924
```

Its spin multiplicity is 1. The HOMO energy comes out at -12.56 eV. As for the SMILES: CC(/C=C\[N@@H+]1C=NC(C(C)(C)C)=C1)=C\Br. The value obtained for the strongest force on any atom is 4.2 eV Å⁻¹. The charge is +1.

Löwdin population analysis, charges in e, atoms 1 to 4: atom 1 (Br): 0.736, atom 2 (N): 0.212, atom 3 (N): -0.019, atom 4 (C): 0.017

---

2.
A molecular structure, C12H18CaN6. Source: OMol25; level of theory: ωB97M-V with the def2-TZVPD basis set.

Geometry as XYZ:
```
37
C12H18CaN6 (ωB97M-V with the def2-TZVPD basis set)
Ca 0.30751 -0.53235 0.37426
N -1.55761 -0.94182 -1.24236
N 1.05965 0.58392 -1.94705
N 0.63265 -2.88087 -0.42376
N 0.78771 -1.35832 2.54873
N 1.07250 1.78214 0.79095
N -1.63550 0.07481 1.80651
C 2.09976 4.12731 0.88216
C 0.41329 -5.43430 -1.01532
C -1.68200 -0.85260 -2.37886
C 1.48789 2.80899 0.86487
C 1.06148 1.47860 -2.72286
C 1.08829 2.56032 -3.71058
C -4.02826 0.92614 2.33455
C 2.19034 -0.86833 4.78745
C -2.69504 0.45336 2.04098
C 1.38888 -1.10641 3.54402
C -1.85275 -0.74674 -3.78397
C 0.48963 -4.00330 -0.62238
H 0.34698 -5.61180 -2.08873
H -3.99356 1.99354 2.11653
H 2.09861 4.50732 1.90377
H -2.61768 -1.41794 -4.17444
H -4.89218 0.54610 1.78928
H 2.93848 -1.65117 4.91210
H 1.49698 4.79274 0.26412
H -4.37530 0.96370 3.36715
H -0.49753 -5.86230 -0.59659
H 2.63871 0.12514 4.77829
H 3.17017 4.08578 0.68071
H 1.54295 -0.82358 5.66323
H 2.04966 3.07288 -3.74463
H 1.30703 -5.92625 -0.63150
H -2.15603 0.27033 -4.03234
H 0.43051 3.30163 -3.25684
H -0.91345 -0.80563 -4.33382
H 0.79728 2.36911 -4.74346
```

Its spin multiplicity is 2. The HOMO energy (spin up / spin down) comes out at -20.42 / -20.18 eV. The value obtained for the strongest force on any atom is 5.5 eV Å⁻¹. As for the expectation value of S²: 0.753. The charge is +3.

Löwdin population analysis, charges in e, atoms 1 to 4: atom 1 (Ca): 1.196, atom 2 (N): 0.146, atom 3 (N): 0.083, atom 4 (N): 0.109

---

3.
A molecular structure, C12H18CaO11. Source: OMol25; level of theory: ωB97M-V with the def2-TZVPD basis set.

Geometry as XYZ:
```
42
C12H18CaO11 (ωB97M-V with the def2-TZVPD basis set)
Ca 1.92833 0.41413 0.34901
O 3.28420 2.23652 0.25783
O 0.23908 1.25537 1.84456
O 0.22494 0.62243 3.78867
O -0.29120 0.06959 -0.84198
O 2.24946 -1.20059 2.48626
O 1.68351 -2.33426 0.82364
O 2.76077 -2.52256 -2.28294
O -1.52520 -0.76007 -2.68412
O 2.47710 -0.44536 -1.64485
O 3.24773 1.44745 2.21048
O -2.43430 -0.17556 -0.89556
C 2.41841 -1.31140 -2.52715
C 1.65051 -0.94224 -3.83526
C 0.56322 -2.79140 2.86726
C 3.58054 2.37083 1.45839
C -0.41715 0.97612 2.82847
C 4.41591 3.54714 1.69919
C -2.91152 -0.84141 -2.99471
C -1.31574 -0.28134 -1.43424
C -1.96266 1.13466 2.88659
C -4.60163 0.38919 -1.80064
C -3.51661 -0.61610 -1.63611
C 1.55501 -2.09372 1.96319
H -5.09925 0.31939 -2.76791
H 5.44210 3.42183 1.35373
H -4.38525 1.45228 -1.69520
H -2.38605 2.10818 2.63938
H -5.48261 0.34658 -1.16021
H -3.13237 -0.08044 -3.74319
H 0.63817 -0.63535 -3.57245
H 4.50204 3.72792 2.77064
H -0.09946 -3.36901 2.22280
H 0.04841 -2.02504 3.44669
H 3.84026 4.41500 1.37741
H -3.89107 -1.59561 -1.33870
H -2.38841 0.38040 2.22483
H 1.75780 -1.87169 -4.39447
H 0.90428 -3.55265 3.56890
H -3.18304 -1.86811 -3.24023
H -2.38249 0.75089 3.81640
H 1.99424 -0.07199 -4.39438
```

Its spin multiplicity is 1. The HOMO energy comes out at -0.93 eV. The value obtained for the energy relative to the best compared isomer or geometry (same formula, charge and spin) is 261.8 kJ/mol. The value obtained for the strongest force on any atom is 7.7 eV Å⁻¹. The charge is -2.

Löwdin population analysis, charges in e, atoms 1 to 4: atom 1 (Ca): 1.513, atom 2 (O): -0.191, atom 3 (O): -0.139, atom 4 (O): -0.014

---

4.
A molecular structure, C12H18Cl5IN3O4PPdS2. Source: OMol25; level of theory: ωB97M-V with the def2-TZVPD basis set.

Geometry as XYZ:
```
47
C12H18Cl5IN3O4PPdS2 (ωB97M-V with the def2-TZVPD basis set)
I -2.43275 1.09046 0.17231
Pd -0.16965 0.05482 0.93752
Cl -3.66166 -4.38848 4.30740
Cl -1.56104 -2.72876 -0.39754
Cl -3.22792 -4.81741 1.24316
Cl -2.42921 -1.88383 5.71381
Cl -0.79617 0.19156 4.04184
S 2.65536 0.25479 0.76967
S 1.36370 1.86947 0.60744
P 1.23414 -1.14628 -3.39286
O 3.03334 -0.19665 -0.56805
O 3.80624 0.55561 1.60357
O 0.16171 -1.11500 -2.38742
O 1.72653 -0.70728 1.46341
N 2.44123 -2.20839 -2.96869
N 0.75489 -1.71109 -4.92441
N 1.81170 0.34226 -3.79692
C 2.21817 -2.99011 -1.74911
C -2.19936 -2.11806 4.00804
C -1.47085 -1.20124 3.25371
C -1.82166 -2.48440 1.29355
C 2.60799 0.64614 -4.95924
C 1.69133 1.43321 -2.83648
C -2.74829 -3.23190 3.38632
C -1.26903 -1.34795 1.88406
C -0.36986 -0.97388 -5.48862
C 3.83941 -1.86249 -3.17120
C -2.55535 -3.41713 2.02190
C 0.55869 -3.14488 -5.05494
H 4.20618 -1.19597 -2.38525
H 0.44371 -3.39866 -6.11383
H 2.62398 -0.19825 -5.64649
H 2.50499 -2.42838 -0.85816
H -0.22596 0.09550 -5.34121
H 4.43325 -2.78286 -3.16227
H 3.63909 0.90515 -4.68594
H 2.18287 1.50965 -5.48823
H 1.16621 -3.25025 -1.65735
H 2.81093 -3.91001 -1.81304
H 1.42286 -3.67229 -4.65629
H 3.98585 -1.39264 -4.14253
H 1.01067 1.15822 -2.03784
H 2.65068 1.67120 -2.37465
H -0.43823 -1.17653 -6.56274
H 1.29760 2.31831 -3.35081
H -0.33982 -3.49300 -4.52542
H -1.31988 -1.25241 -5.01568
```

Its spin multiplicity is 1. The HOMO energy comes out at -1.90 eV. The value obtained for the energy relative to the best compared isomer or geometry (same formula, charge and spin) is 17.0 kJ/mol. The value obtained for the strongest force on any atom is 0.8 eV Å⁻¹. The charge is -2.

Löwdin population analysis, charges in e, atoms 1 to 4: atom 1 (I): -0.037, atom 2 (Pd): 0.268, atom 3 (Cl): 0.603, atom 4 (Cl): 0.665

---

5.
A molecular structure, C12H18ClDyIN2O3P. Source: OMol25; level of theory: ωB97M-V with the def2-TZVPD basis set.

Geometry as XYZ:
```
39
C12H18ClDyIN2O3P (ωB97M-V with the def2-TZVPD basis set)
Dy -0.13801 0.60678 -1.21057
I 1.64785 1.92214 -2.94379
Cl -1.58816 -1.05794 -2.31951
P -2.22540 0.03249 1.01902
O 0.46526 2.13241 2.11469
O -2.84835 3.75412 -1.39162
O 5.38400 -3.88721 0.63211
N 1.59297 -0.67232 -0.25636
N 6.41591 -1.87191 0.82962
C 3.94145 -0.52265 0.28364
C 2.68620 0.05784 0.11173
C 4.04584 -1.92255 0.26045
C 0.18652 1.52893 1.15836
C -3.34716 3.58920 -3.90712
C -3.10683 3.47709 -2.49289
C -2.44285 0.50580 2.77404
C -2.77532 -1.71950 1.23638
C 5.32412 -2.66280 0.57749
C -3.80896 0.72055 0.42610
C 1.68882 -2.02694 -0.29119
C 2.88486 -2.66603 -0.02110
H -3.81015 1.80736 0.53056
H -3.91842 0.46145 -0.63003
H -3.44316 0.21982 3.12321
H 0.76221 -2.56317 -0.50580
H -4.12593 2.82248 -4.13925
H 4.79062 0.15065 0.44752
H 2.52421 1.13587 0.24876
H -2.64191 -2.24353 0.28138
H 2.91091 -3.75215 -0.02521
H -3.83671 -1.74421 1.53757
H -4.62922 0.28213 1.01021
H -3.68882 4.61888 -4.15940
H -2.16216 -2.21137 2.00730
H -2.38827 3.32493 -4.41959
H -1.70067 -0.00765 3.39516
H 6.42035 -0.86744 0.73343
H 7.28171 -2.33683 1.06353
H -2.32736 1.58530 2.91118
```

Its spin multiplicity is 6. The HOMO energy (spin up / spin down) comes out at -14.80 / -14.80 eV. The value obtained for the energy relative to the best compared isomer or geometry (same formula, charge and spin) is 0.0 kJ/mol. The value obtained for the strongest force on any atom is 6.1 eV Å⁻¹. As for the expectation value of S²: 9.214. The charge is +2.

Löwdin population analysis, charges in e, atoms 1 to 4: atom 1 (Dy): 0.538, atom 2 (I): 0.125, atom 3 (Cl): -0.126, atom 4 (P): 0.720

---

6.
A molecular structure, C12H18CoN9O3S. Source: OMol25; level of theory: ωB97M-V with the def2-TZVPD basis set.

Geometry as XYZ:
```
44
C12H18CoN9O3S (ωB97M-V with the def2-TZVPD basis set)
Co -0.08532 0.61524 -0.58664
S 2.24985 -0.06038 -0.96735
O 1.46777 3.19992 1.67140
O 0.53041 2.62748 -0.18444
O -1.51619 -0.47865 -0.11953
N 0.87952 2.39167 0.98968
N 1.61834 1.33778 3.47921
N 0.77508 -0.64739 2.69709
N -0.62199 0.73372 -2.39955
N 0.54789 1.14496 1.35539
N -1.56601 0.23071 -4.29103
N 0.45256 -1.44495 1.60148
N 4.38442 0.64751 -2.31181
N 2.96921 2.37554 -1.81822
C -3.64584 -1.36983 -2.96564
C 1.00435 0.65853 2.52014
C 3.25491 1.06947 -1.74397
C 0.04781 1.39590 -3.40938
C -0.53608 1.09416 -4.58965
C 5.35385 1.49919 -2.97607
C -2.57829 -0.79021 -2.26378
C -2.47856 -0.97442 -0.86897
C -4.50695 -2.30767 -0.94943
C -1.60200 0.02766 -2.95586
C -3.47630 -1.74299 -0.23650
C -4.60115 -2.12567 -2.32890
H -3.74161 -1.21854 -4.03466
H -5.25604 -2.89330 -0.43091
H 0.95692 -2.31770 1.64515
H 4.54555 -0.34366 -2.26502
H 5.81701 2.19924 -2.27715
H 1.91553 0.86463 4.31590
H -0.32336 1.40874 -5.59574
H 1.69817 2.33673 3.40700
H 3.63574 3.03547 -2.18145
H 6.13730 0.87142 -3.38906
H -3.41073 -1.87364 0.83662
H -2.19471 -0.18433 -4.95309
H 4.89633 2.05063 -3.79987
H -5.41672 -2.56280 -2.88790
H 0.88201 2.04622 -3.20972
H 2.17842 2.73056 -1.30555
H -0.54559 -1.57271 1.48904
H 0.93754 -1.05810 3.60121
```

Its spin multiplicity is 2. The HOMO energy (spin up / spin down) comes out at -10.06 / -10.22 eV. The value obtained for the energy relative to the best compared isomer or geometry (same formula, charge and spin) is 19.5 kJ/mol. The value obtained for the strongest force on any atom is 0.5 eV Å⁻¹. As for the expectation value of S²: 1.025. The charge is +1.

Löwdin population analysis, charges in e, atoms 1 to 4: atom 1 (Co): 0.456, atom 2 (S): 0.736, atom 3 (O): 0.099, atom 4 (O): -0.036